Arrangement w

An isolated molecule of C2H4FP. Source: the Open Molecules 2025 dataset; level of theory: ωB97M-V/def2-TZVPD.

```
! wB97M-V def2-TZVPD RIJCOSX def2/J DEFGRID3
* xyz 0 1
P -1.94780 -0.59658 0.31418
F -2.91711 0.68602 0.05928
C 1.14242 -0.33212 0.10388
C -0.16760 0.44836 -0.06291
H -0.40728 1.31412 -0.71691
H 1.24978 -1.01484 0.95429
H 1.92442 0.38295 0.20550
H 1.12317 -0.88792 -0.85732
*
```

Calculated values
highest occupied orbital energy (spin up / spin down)	-8.326 / -8.484	eV
SMILES string	C/C=P/F

Arrangement x

A cluster of 2 separate species, C2H4FP in total. Source: the Open Molecules 2025 dataset; level of theory: ωB97M-V/def2-TZVPD.

```
! wB97M-V def2-TZVPD RIJCOSX def2/J DEFGRID3
* xyz 0 1
P -2.44333 -0.67948 1.41844
F 2.61741 -0.21564 0.49432
C 1.84914 0.40240 -0.48344
C 0.66032 0.14063 -0.79981
H -2.82891 -0.90428 0.09604
H -2.02867 0.62362 1.07609
H 2.44930 1.09876 -1.16562
H -0.27525 -0.46600 -0.63603
*
```

Calculated values
highest occupied orbital energy (spin up / spin down)	-9.893 / -9.226	eV

Referenced to the most stable arrangement, the calculated values in hartree are arrangement w 0.0000; arrangement x 0.1081.